1.
{"formula": "C6H18BrClNO3P2S", "method": "the ωB97M-V functional and the def2-TZVPD basis", "symbols": ["Br", "Cl", "S", "P", "P", "O", "O", "O", "N", "C", "C", "C", "C", "C", "C", "H", "H", "H", "H", "H", "H", "H", "H", "H", "H", "H", "H", "H", "H", "H", "H", "H", "H"], "positions_angstrom": [[3.449274, -1.160889, -1.906758], [-1.012051, -2.377693, -2.205486], [-0.527202, -3.049191, 0.623503], [0.004051, -1.380699, -0.602425], [1.793581, -2.556475, -1.225895], [1.306858, -3.446675, -2.687333], [0.470554, -0.018355, -1.505051], [0.677698, 1.829672, 1.104943], [1.844094, 1.570082, 3.585521], [0.292611, 0.532926, 1.688394], [1.036005, -0.697795, 0.886101], [-0.357498, 0.524831, -2.516942], [-1.921265, 0.866573, -2.271812], [0.734552, 0.584389, 3.299492], [-2.314010, 1.686455, -0.919019], [2.196463, 1.319610, 4.555885], [-0.880685, 0.456594, 1.700823], [1.044894, -0.467307, 3.713005], [-0.211306, 0.945320, 3.908155], [-2.649528, -0.077111, -2.337135], [-3.191754, 2.438400, -1.226155], [2.081456, -0.251881, 0.524797], [-1.434399, 2.228373, -0.371021], [-1.725637, -2.728774, 1.309787], [-0.297160, -0.037678, -3.570807], [0.120759, 1.592539, -2.787995], [1.506340, -2.825503, -3.471836], [1.642104, 1.862996, 0.835989], [1.375967, 2.508384, 3.742764], [-2.263648, 1.556148, -3.185865], [-1.228488, -0.737074, -0.120904], [1.290353, -1.586622, 1.637500], [-2.852982, 0.896430, -0.204220]], "atomic_forces_ev_per_a": [[-0.32, 0.04, -0.31], [-1.99, 0.36, -1.15], [-1.43, -2.41, 2.16], [-0.39, 2.98, 1.49], [0.32, -2.91, -1.00], [2.66, 2.68, -0.07], [-1.47, 0.38, -1.13], [0.12, -0.83, 0.07], [-0.87, 0.13, 1.60], [1.40, -0.40, 0.78], [1.49, 0.93, 1.61], [-0.09, 2.13, -2.42], [-1.15, 0.14, -0.35], [-1.23, -0.21, 0.32], [-1.41, -0.59, -0.07], [-0.45, 0.39, -1.60], [2.34, 0.22, -0.45], [-0.62, 1.93, -1.00], [1.52, -0.99, -1.17], [1.92, 1.90, 0.18], [2.06, -1.35, 0.82], [-2.13, -0.82, 0.70], [-1.66, -1.10, -1.13], [1.38, 0.15, -1.13], [-0.12, 0.73, 2.38], [-0.87, -2.14, 0.79], [-0.72, -1.37, 1.65], [-1.74, -0.71, 0.71], [0.84, -1.45, -0.52], [1.04, -1.49, 1.75], [0.70, -0.32, -0.72], [-0.59, 2.11, -1.59], [1.44, 1.87, -1.22]], "mulliken_charge": [-0.333, -0.368, -0.385, 0.553, 0.193, -0.456, -0.155, -0.572, -0.646, 0.393, -1.090, -0.587, -0.290, -0.500, -0.648, 0.247, 0.106, 0.300, 0.262, 0.138, 0.286, 0.203, 0.105, 0.112, 0.213, 0.269, 0.286, 0.338, 0.235, 0.352, -0.163, 0.421, 0.180], "homo_ev": -4.2, "energy_ev": -126123.0540, "charge": -1, "lumo_ev": 2.988}

2.
{"formula": "H12O6", "method": "the ωB97M-V functional and the def2-TZVPD basis", "symbols": ["O", "O", "O", "O", "O", "O", "H", "H", "H", "H", "H", "H", "H", "H", "H", "H", "H", "H"], "positions_angstrom": [[0.402519, 2.787363, 1.920300], [-0.687667, 0.639925, 0.105840], [1.413462, -2.595372, -1.761938], [-1.148321, -2.008689, 0.586283], [-3.375056, 1.329026, -0.245330], [2.075053, -0.067125, -0.506009], [-0.245794, -2.065091, 0.900115], [0.761664, 3.568581, 1.499649], [-2.604646, 0.765992, -0.169904], [-1.564758, -2.808165, 0.908257], [1.899299, -2.107538, -2.426928], [2.557539, -0.074829, -1.332678], [-3.054664, 2.204490, -0.028196], [-0.880177, -0.135368, 0.633193], [0.068541, 0.387958, -0.424153], [1.318044, -1.980138, -1.034881], [0.312726, 2.152096, 1.209953], [2.752236, 0.006884, 0.166427]], "atomic_forces_ev_per_a": [[-0.02, 0.42, 0.51], [-0.36, 0.86, 0.16], [-0.46, -1.00, -0.22], [-0.31, 0.08, 0.02], [-0.99, 0.11, -0.07], [-1.56, -0.02, 0.34], [0.63, -0.13, 0.06], [0.14, 0.13, -0.08], [0.63, -0.02, -0.11], [-0.17, -0.22, 0.07], [0.31, 0.32, -0.19], [0.71, 0.06, -1.01], [0.22, 0.06, 0.06], [-0.10, -0.38, 0.18], [0.70, -0.16, -0.33], [0.19, 0.49, 0.29], [-0.24, -0.63, -0.40], [0.69, 0.05, 0.72]], "mulliken_charge": [-0.763, -1.401, -1.063, -0.939, -0.748, -0.045, 0.406, 0.334, 0.412, 0.302, 0.451, 0.186, 0.301, 0.451, 0.358, 0.307, 0.408, 0.043], "homo_ev": [0.2, -7.5], "spin_multiplicity": 2, "energy_ev": -12479.5653, "de_lowest_ev": 0.512, "charge": -1, "lumo_ev": [3.398, 3.255]}

3.
{"formula": "H4O2", "method": "the ωB97M-V functional and the def2-TZVPD basis", "symbols": ["O", "O", "H", "H", "H", "H"], "positions_angstrom": [[-6.455004, -6.116340, 3.200614], [6.531047, 6.183850, -3.134669], [5.849351, 5.822910, -3.724865], [5.941493, 6.747283, -2.557349], [-6.826546, -6.985548, 3.076096], [-5.572642, -6.124728, 2.678552]], "atomic_forces_ev_per_a": [[2.45, 0.52, -1.23], [-1.78, 0.87, 0.71], [0.52, -0.12, -0.04], [1.26, -0.75, -0.67], [-0.10, -0.45, -0.12], [-2.35, -0.07, 1.35]], "mulliken_charge": [-0.650, -0.645, 0.320, 0.325, 0.319, 0.331], "homo_ev": -11.6, "energy_ev": -4159.5785, "de_lowest_ev": 0.360, "charge": 0, "lumo_ev": 1.033}

4.
{"formula": "C16H25N2O4", "method": "the ωB97M-V functional and the def2-TZVPD basis", "symbols": ["O", "O", "O", "O", "N", "N", "C", "C", "C", "C", "C", "C", "C", "C", "C", "C", "C", "C", "C", "C", "C", "C", "H", "H", "H", "H", "H", "H", "H", "H", "H", "H", "H", "H", "H", "H", "H", "H", "H", "H", "H", "H", "H", "H", "H", "H", "H"], "positions_angstrom": [[-1.647048, -0.705252, 1.397525], [4.942350, 0.978002, 0.670565], [-1.499349, 3.416119, 0.062743], [0.261819, -1.559330, -0.836543], [-2.619541, 0.852855, -0.423777], [-2.793574, -2.190630, 0.166356], [6.113019, 0.944250, -0.116554], [3.841259, 0.328716, 0.238765], [2.557134, -1.006339, -1.296529], [3.741294, -0.375334, -0.959469], [0.078728, -2.865201, -0.324641], [-3.438119, 1.981448, 0.062901], [1.551621, -0.241827, 0.746107], [-0.685861, 2.364860, -0.390654], [2.728951, 0.387358, 1.084687], [-1.487861, 1.363909, -1.228876], [-1.744925, -1.838367, 0.926160], [1.461057, -0.940501, -0.452639], [-3.417559, -0.181811, -1.127590], [-2.544714, 2.934674, 0.864474], [-0.646805, -2.855085, 1.044349], [-3.875660, -1.276745, -0.157555], [0.703452, -0.197232, 1.412093], [-0.221717, 1.841588, 0.457270], [1.036851, -3.385156, -0.228499], [-4.248187, 1.606871, 0.688975], [6.475101, -0.079089, -0.250977], [-2.830207, -3.122394, -0.214093], [-2.147128, 2.412891, 1.748056], [-3.856306, 2.512262, -0.796986], [-3.116053, 3.805382, 1.188052], [-4.252866, -0.828011, 0.767853], [-4.681563, -1.852143, -0.611475], [0.098631, 2.816200, -0.998386], [2.480165, -1.553386, -2.223897], [2.820879, 0.931293, 2.010808], [-1.881685, 1.852802, -2.123365], [-4.278736, 0.288222, -1.607050], [0.040780, -2.542532, 1.829617], [5.951903, 1.408866, -1.093727], [-0.842907, 0.528951, -1.508810], [6.853574, 1.518025, 0.437087], [-1.025772, -3.851062, 1.266284], [-0.531963, -3.389930, -1.066802], [-2.197264, 0.348172, 0.440902], [4.578151, -0.443853, -1.635024], [-2.793468, -0.634227, -1.901711]], "atomic_forces_ev_per_a": [[0.05, 0.24, 0.41], [-0.24, 0.03, 0.20], [-0.03, 0.19, -0.03], [0.28, 0.28, 0.05], [0.25, -0.25, 0.40], [-0.23, -0.18, -0.06], [0.23, 0.00, -0.15], [-0.24, -0.08, -0.01], [-0.42, -0.08, 0.08], [0.31, 0.16, 0.13], [-0.09, -0.38, 0.11], [-0.10, 0.72, 0.40], [-0.10, -0.12, -0.10], [0.01, -0.23, -0.18], [0.31, 0.05, -0.09], [0.71, 0.48, -0.14], [0.04, -0.51, -0.09], [0.03, -0.06, -0.08], [-0.38, -0.48, -0.19], [-0.23, -0.11, -0.03], [0.33, 0.26, -0.25], [0.14, 0.29, -0.03], [-0.10, 0.00, 0.04], [-0.01, 0.06, -0.06], [-0.09, 0.04, -0.05], [0.02, -0.09, -0.05], [-0.03, 0.03, 0.00], [0.04, 0.01, 0.06], [-0.04, 0.06, -0.02], [0.02, -0.15, 0.01], [-0.04, -0.17, 0.03], [-0.06, -0.08, -0.09], [0.04, 0.07, 0.04], [-0.01, -0.16, 0.02], [-0.02, -0.05, -0.11], [0.01, 0.07, 0.13], [-0.07, -0.09, 0.05], [0.10, 0.08, 0.04], [-0.12, -0.02, 0.01], [-0.01, -0.02, 0.03], [-0.15, -0.06, 0.02], [-0.03, -0.06, -0.09], [-0.02, -0.05, 0.03], [0.09, -0.01, 0.10], [-0.26, 0.25, -0.51], [0.10, 0.02, -0.05], [-0.03, 0.11, 0.06]], "mulliken_charge": [-0.799, -0.435, -0.437, -0.303, 0.365, -0.048, -0.871, 0.672, -0.738, -0.394, -0.549, -0.504, 0.224, -0.490, -0.702, -0.728, 0.499, -0.389, -0.556, -0.530, -1.060, -0.875, 0.473, 0.356, 0.380, 0.399, 0.356, 0.299, 0.306, 0.395, 0.391, 0.298, 0.498, 0.401, 0.441, 0.489, 0.404, 0.426, 0.354, 0.346, 0.411, 0.247, 0.465, 0.487, 0.217, 0.431, 0.378], "homo_ev": -10.9, "energy_ev": -28161.8005, "de_lowest_ev": 0.000, "charge": 1, "lumo_ev": -2.205}

5.
{"formula": "C15H15BN9STi", "method": "the ωB97M-V functional and the def2-TZVPD basis", "symbols": ["Ti", "S", "N", "N", "N", "N", "N", "N", "N", "N", "N", "C", "C", "C", "C", "C", "C", "C", "C", "C", "C", "C", "C", "C", "C", "C", "B", "H", "H", "H", "H", "H", "H", "H", "H", "H", "H", "H", "H", "H", "H", "H"], "positions_angstrom": [[-0.001400, 0.012000, 0.018100], [-0.118200, -0.755400, 4.396300], [-0.751400, 1.245100, -2.242200], [-0.825600, 1.453700, -0.894200], [1.448800, -0.023700, -2.237400], [-0.472100, -0.821200, -5.201300], [-0.837200, -1.412900, -0.917900], [1.663400, 0.028000, -0.888800], [-0.731500, -1.259700, -2.275100], [0.013300, -0.043400, 1.942700], [0.043800, 0.074300, -4.328200], [2.997000, -0.043200, -0.683400], [-0.158900, -1.102900, 2.740400], [0.147300, 0.897700, 4.025900], [-1.430700, 2.211900, -2.868000], [2.626900, -0.134100, -2.859100], [-1.951700, 3.084400, -1.915800], [-1.506900, -2.566600, -0.697400], [0.191400, 1.105300, 2.682900], [-1.555000, 2.572400, -0.693000], [3.641000, -0.141900, -1.904300], [-1.320000, -2.292400, -2.881800], [0.630200, 1.090300, -5.046800], [-0.233500, -0.404900, -6.414900], [0.473000, 0.819500, -6.377300], [-1.827800, -3.151200, -1.908600], [-0.010600, -0.012900, -2.852600], [3.422900, -0.021000, 0.313500], [-1.735100, -2.916200, 0.301900], [-1.529700, 2.251700, -3.938000], [-1.765000, 2.949100, 0.300900], [2.712500, -0.206500, -3.928800], [0.363400, 2.063200, 2.188600], [0.806300, 1.396400, -7.216600], [-2.355700, -4.070600, -2.072100], [0.259400, 1.631400, 4.804000], [-0.295900, -2.109300, 2.357000], [4.696200, -0.209700, -2.086200], [-0.552300, -0.957200, -7.276600], [-1.348300, -2.357200, -3.959400], [-2.536000, 3.965300, -2.099100], [1.105600, 1.912700, -4.550700]], "atomic_forces_ev_per_a": [[-0.13, -0.19, 0.00], [0.03, 0.09, -1.17], [0.04, 0.03, -0.90], [-0.01, 0.10, -0.07], [-0.02, 0.05, -0.92], [-0.87, -1.48, 0.54], [0.15, 0.19, -0.09], [0.04, 0.00, -0.04], [-0.08, -0.15, -1.06], [0.00, -0.30, 0.98], [0.30, 0.50, -0.27], [1.23, -0.08, -0.22], [-0.08, -0.68, 0.74], [-0.01, 0.03, -0.47], [0.15, -0.25, 0.43], [-0.30, 0.01, 0.41], [0.15, -0.17, 0.82], [-0.69, -1.16, -0.31], [0.15, 0.90, 0.69], [-0.70, 1.03, -0.26], [-0.23, 0.05, 0.82], [0.06, 0.12, 0.26], [0.08, 0.15, -0.37], [0.38, 0.64, 0.38], [0.07, 0.12, 0.29], [0.12, 0.21, 0.97], [0.03, -0.01, -0.70], [-0.11, 0.01, -0.15], [0.05, 0.09, -0.12], [0.11, -0.16, -0.19], [0.05, -0.08, -0.12], [-0.18, 0.01, -0.18], [-0.05, -0.24, 0.20], [0.10, 0.18, -0.08], [-0.10, -0.15, 0.01], [0.03, 0.15, 0.13], [0.00, 0.10, 0.12], [0.17, -0.02, 0.02], [-0.12, -0.21, -0.09], [0.11, 0.17, -0.10], [-0.11, 0.14, 0.01], [0.17, 0.29, 0.05]], "mulliken_charge": [2.082, 0.116, -0.092, -0.047, 0.006, -1.048, 0.004, -0.197, -0.046, -0.104, 0.489, -0.195, -0.121, -0.346, 0.146, 0.154, -1.183, -0.082, -0.548, -0.162, -1.096, 0.258, -0.467, -0.298, -0.972, -1.286, 0.655, 0.476, 0.403, 0.550, 0.499, 0.551, 0.445, 0.522, 0.470, 0.455, 0.338, 0.472, 0.490, 0.610, 0.468, 0.632], "homo_ev": -17.5, "energy_ev": -63810.5733, "de_lowest_ev": 0.280, "charge": 3, "lumo_ev": -12.234}

6.
{"formula": "C5H7N", "method": "the ωB97M-V functional and the def2-TZVPD basis", "symbols": ["N", "C", "C", "C", "C", "C", "H", "H", "H", "H", "H", "H", "H"], "positions_angstrom": [[0.259891, 0.869641, 0.535096], [-0.721269, 1.366179, -0.308875], [-0.965827, -0.783540, -0.389355], [1.256874, 0.129782, -0.287336], [-0.374735, -0.408970, 0.936589], [0.469110, -1.144823, -0.042934], [2.243256, 0.187054, 0.167862], [-0.784588, -0.604943, 1.917367], [-1.633316, 1.691744, 0.196372], [-1.600917, -1.691656, -0.433731], [0.901065, -2.136880, 0.069248], [-0.349753, 2.138722, -1.011232], [1.286291, 0.432902, -1.345114]], "atomic_forces_ev_per_a": [[0.12, 0.33, 0.28], [-0.16, -0.57, -0.26], [-0.04, 0.44, 0.25], [0.37, 0.08, 0.01], [0.09, 0.02, 0.58], [0.16, 0.02, -0.04], [0.01, -0.13, 0.02], [0.24, -0.03, 0.02], [0.00, -0.54, -0.25], [-0.10, 0.94, -0.32], [-0.39, 0.14, -0.42], [-0.40, -0.79, -0.18], [0.10, 0.08, 0.31]], "mulliken_charge": [-0.314, -0.299, -0.527, -0.287, -0.278, -0.335, 0.257, 0.384, 0.238, 0.236, 0.370, 0.274, 0.283], "homo_ev": [-8.1, -8.1], "energy_ev": -6782.9107, "de_lowest_ev": 5.602, "charge": 0, "lumo_ev": [0.668, 0.668]}